Entry 1:
# C32H30CrF5N5O2P2S

C32H30CrF5N5O2P2S as an isolated structure at a distorted geometry (ωB97M-V/def2-TZVPD, the Open Molecules 2025 dataset).

- Highest occupied orbital energy (alpha / beta): -4.8 / -6.5 eV
- Expectation value of S²: 6.44
- 2S+1: 5
- Energy relative to the best compared isomer or geometry (same formula, charge and spin): 36.7 kcal/mol
- LUMO level (alpha / beta): 0.14 / -2.60 eV

```
78
Properties=species:S:1:pos:R:3:forces:R:3:lowdin_spin:R:1
Cr -0.76735 -1.77461 -0.38971 0.0 0.2 0.9 2.1385
O 1.04594 2.95359 1.16008 0.8 1.5 -0.5 0.0111
C 1.80014 2.62218 2.19658 -0.4 -1.9 0.7 0.0100
C 2.35921 3.55537 3.07707 -0.2 0.4 -0.5 -0.0010
C 2.86445 3.14581 4.28547 0.1 -0.2 0.8 0.0128
C 2.80870 1.79348 4.68528 0.6 0.7 -0.1 -0.0017
C 2.42373 0.84159 3.76792 -0.4 -0.7 -0.9 0.0101
C 1.92216 1.20752 2.48760 0.6 1.8 0.8 -0.0021
C 1.32843 0.29384 1.49916 -0.2 -1.5 0.9 0.0487
O 0.88825 0.80172 0.39156 -0.2 -1.6 -1.0 0.0492
N 1.20126 -0.94892 1.92329 1.1 2.2 1.1 -0.0109
N 0.48018 -1.84114 1.27325 -1.2 -1.0 -1.3 0.1578
C 0.32141 -2.94744 1.97755 -0.2 -0.7 -0.4 0.0818
C -0.43409 -4.01571 1.44714 -0.8 0.4 1.7 0.1003
C -0.52262 -5.23943 2.15287 -0.1 -0.8 -1.1 0.0253
C -1.19802 -6.29737 1.56051 1.3 -0.1 2.9 0.0629
C -1.96294 -6.04986 0.46811 -1.9 0.4 -3.4 0.0633
C -1.99608 -4.75766 -0.10015 -0.9 -2.1 -0.3 0.0326
N -1.31085 -3.74633 0.41175 1.0 1.2 -0.9 0.1300
H 1.00859 2.00867 0.58617 -0.6 0.6 0.2 0.0000
H 2.34880 4.60695 2.78303 0.0 -0.3 0.2 -0.0004
H 3.30144 3.89611 4.95819 -0.3 -0.4 -0.2 0.0009
H 3.13492 1.52368 5.69170 0.0 0.0 -0.4 -0.0004
H 2.49004 -0.22833 4.02009 -0.2 0.6 -0.2 0.0001
H 0.74256 -3.00654 2.97448 0.2 -0.1 -0.1 0.0059
H -0.01838 -5.36291 3.09802 0.3 0.0 0.0 -0.0007
H -1.14864 -7.28463 2.05093 -0.2 0.6 -0.4 0.0030
H -2.59465 -6.84399 -0.00752 0.7 0.8 0.5 0.0038
H -2.64031 -4.61594 -1.01592 0.7 0.2 1.2 0.0026
C -0.22736 -0.15924 -3.59322 0.0 0.5 -0.2 0.0118
P -1.51951 -0.50759 -2.31690 1.1 -1.0 0.3 0.0181
C -2.98513 -1.01637 -3.30870 0.2 -0.2 -0.1 0.0126
C -1.95769 1.07125 -1.58316 -1.4 0.4 0.3 -0.0045
C -2.00325 2.19862 -2.38363 0.0 1.7 0.7 -0.0003
C -2.66600 3.37337 -1.91867 1.0 -0.4 -1.4 0.0003
C -3.34624 3.32066 -0.73246 -0.7 0.2 0.4 0.0010
C -3.37776 2.16735 0.06187 0.2 0.4 0.2 -0.0001
C -2.63150 1.06168 -0.30933 0.3 -0.3 -0.7 -0.0020
P -2.35073 -0.37075 0.84073 -0.9 0.7 0.0 0.0117
C -4.05417 -0.98769 1.22339 0.1 0.0 -1.0 0.0069
C -2.05880 0.54729 2.40986 1.1 -0.6 0.8 -0.0006
H -0.64238 0.38050 -4.45283 -0.1 -0.1 0.1 0.0000
H 0.24153 -1.08009 -3.97342 -0.3 0.2 0.3 0.0002
H 0.56697 0.50067 -3.20750 -0.3 -0.4 0.2 0.0125
H -3.78329 -0.31040 -3.10501 -0.2 0.0 -0.2 0.0004
H -3.29884 -2.02915 -3.03680 0.0 0.2 0.1 0.0019
H -2.72421 -1.05283 -4.37033 -0.2 0.3 0.1 0.0010
H -1.41759 2.27267 -3.30089 -0.4 -0.2 0.1 -0.0001
H -2.61898 4.30623 -2.53981 -0.1 -1.0 0.8 -0.0001
H -3.89421 4.19793 -0.41685 0.0 0.0 0.1 0.0000
H -3.95238 2.19502 1.00732 0.5 -0.1 -0.6 0.0000
H -4.72831 -0.18092 1.51500 0.2 0.1 0.1 0.0004
H -3.92071 -1.67474 2.05649 -0.3 -0.2 -0.1 0.0000
H -4.50728 -1.46807 0.32890 0.4 0.0 0.7 0.0007
H -2.90064 1.11203 2.84602 0.1 -0.6 -0.4 -0.0001
H -1.29385 1.28273 2.15935 0.2 0.0 0.2 0.0000
H -1.60083 -0.15821 3.18056 -0.7 0.9 -0.9 0.0003
F 2.89083 5.79573 0.59894 0.5 -1.5 -1.0 0.0392
C 2.96839 4.77520 -0.29826 -1.3 1.1 0.2 0.1369
C 3.80859 3.67362 -0.13314 0.0 0.3 1.2 -0.0135
F 4.51064 3.54158 1.01383 -0.2 0.2 -1.1 -0.0120
C 3.72647 2.63652 -1.02390 -0.3 -0.8 -0.2 0.0994
F 4.32982 1.49616 -0.66850 0.0 0.5 -0.6 0.0270
C 2.92217 2.68030 -2.22268 0.6 0.9 1.2 0.0691
S 3.09959 1.59609 -3.47017 0.0 -0.6 -0.3 0.5467
C 2.04551 3.79914 -2.30297 -1.0 0.0 0.2 0.0844
F 1.09938 3.78803 -3.26769 0.8 0.3 0.6 0.0217
C 1.99684 4.78322 -1.32685 0.1 0.2 -0.1 -0.0173
F 1.03828 5.74240 -1.32825 1.0 -0.8 -0.1 -0.0118
N 2.85437 -2.77886 -2.07512 0.3 -0.7 -0.7 -0.0012
C 2.16801 -3.95365 -2.40275 0.9 -0.3 -0.1 0.0019
C 0.88054 -3.78248 -2.03718 -0.7 2.1 0.1 0.0070
N 0.76147 -2.43748 -1.55450 1.1 -1.4 -0.2 0.0077
C 1.97520 -1.88831 -1.59853 -1.4 -1.0 0.5 0.0046
H 3.84937 -2.61561 -2.21066 -0.5 -0.1 0.1 -0.0003
H 2.66813 -4.80645 -2.87366 -0.2 0.6 0.4 0.0002
H -0.02834 -4.40036 -2.14289 1.0 0.3 0.2 0.0016
H 2.21160 -0.92643 -1.16953 0.1 0.1 -0.2 0.0033
```
Positions in Å, forces in eV/Å.

***

Entry 2:
# C32H30F3GeN5O2STi

C32H30F3GeN5O2STi as an isolated structure at a distorted geometry (ωB97M-V/def2-TZVPD, the Open Molecules 2025 dataset).

- Highest occupied orbital energy (alpha / beta): -9.9 / -9.9 eV
- Net charge: +1
- Expectation value of S²: 0.76
- 2S+1: 2
- Energy relative to the best compared isomer or geometry (same formula, charge and spin): 34.0 kcal/mol
- LUMO level (alpha / beta): -3.96 / -3.99 eV

```
75
Properties=species:S:1:pos:R:3:forces:R:3:lowdin_spin:R:1
Ti -0.22967 -0.67535 0.11285 0.8 -1.3 0.7 0.9448
C -0.14467 3.67638 0.17554 0.0 0.0 -0.3 -0.0011
C -0.48043 2.22699 0.05161 -0.4 1.0 -1.0 -0.0022
N -0.03152 1.35505 0.85639 -0.1 -0.7 0.1 0.0203
O 0.74726 1.72720 1.88316 0.3 0.2 0.6 0.0119
C -1.45304 1.69896 -0.98143 0.5 2.4 0.3 0.0361
C -2.41117 2.58134 -1.68992 -0.2 0.2 0.2 0.0065
N -1.42515 0.45669 -1.08486 -0.8 -1.7 0.5 -0.0092
O -2.50411 -0.16826 -1.61771 -0.3 -0.5 -0.4 -0.0032
H 0.94238 3.81092 0.11686 -0.1 0.0 0.0 -0.0004
H -0.50860 4.09612 1.11575 0.0 0.0 0.1 -0.0002
H -0.58750 4.25190 -0.63136 0.0 0.0 0.0 0.0000
H 0.90159 2.69174 1.86298 0.0 -0.3 -0.1 0.0006
H -2.81738 3.33545 -1.01401 0.0 0.0 0.0 0.0008
H -3.22462 1.99450 -2.10713 0.0 0.0 0.0 0.0002
H -1.90068 3.10318 -2.50164 0.0 0.0 0.0 0.0029
S 0.68797 -2.95264 1.11310 -0.1 0.2 0.5 0.0037
C 0.54349 -3.26458 -0.49407 0.2 -0.2 -0.8 0.0068
N 0.92419 -4.44621 -1.06822 -0.1 -0.1 -0.6 0.0012
C 0.76385 -4.71646 -2.38740 0.0 0.2 0.6 0.0007
C 0.17728 -3.79369 -3.20444 0.0 0.3 0.3 -0.0003
C -0.13886 -2.55852 -2.61600 0.2 -0.2 0.1 0.0014
N 0.07900 -2.29399 -1.33785 -0.3 0.0 0.1 0.0064
H 1.36557 -5.12453 -0.46136 0.0 0.0 0.0 -0.0001
H 1.11288 -5.67674 -2.72846 0.1 -0.1 0.0 0.0000
H 0.01862 -3.99019 -4.25094 0.0 0.0 0.0 -0.0001
H -0.55803 -1.75144 -3.20512 0.0 0.0 0.0 0.0002
F -6.70634 -0.92279 2.09089 0.0 0.2 0.3 0.0000
C -6.37094 -1.54613 0.95729 -0.1 0.1 -0.1 0.0000
F -7.04253 -0.95276 -0.03311 -0.1 0.1 -0.3 0.0000
F -6.83008 -2.79819 1.05171 0.0 -0.4 0.0 0.0000
C -4.88464 -1.53075 0.73981 0.2 0.1 -0.3 0.0003
C -4.04243 -1.81146 1.85896 0.6 0.1 0.4 -0.0001
C -2.70544 -1.67074 1.68202 -0.5 -0.1 0.3 0.0027
N -2.12067 -1.39953 0.48311 0.5 0.4 -0.6 -0.0070
C -2.91014 -1.37253 -0.69959 -0.2 -0.4 -0.1 -0.0010
C -4.37062 -1.27851 -0.47409 -0.2 0.2 0.0 -0.0003
H -4.45524 -2.02643 2.83070 0.0 0.0 0.0 -0.0001
H -2.01253 -1.75494 2.51444 -0.1 0.0 0.0 0.0016
H -2.66100 -2.22029 -1.36068 0.0 0.3 -0.1 -0.0002
H -5.00909 -1.05876 -1.31715 0.0 0.0 -0.1 0.0000
C 4.24442 -3.82161 -2.86521 0.0 0.0 0.0 -0.0009
C 4.40137 -3.87992 -1.48741 0.1 -0.1 -0.1 0.0001
C 3.93270 -2.84980 -0.68836 0.0 0.0 0.2 -0.0009
C 3.28388 -1.74033 -1.23192 0.1 0.1 0.1 -0.0019
C 3.12912 -1.70896 -2.61531 -0.1 0.2 -0.1 -0.0008
C 3.61038 -2.72249 -3.42676 0.0 -0.1 -0.1 0.0001
Ge 2.50934 -0.38056 -0.02148 -0.4 0.1 0.0 -0.0117
C 2.88541 1.46465 -0.66242 0.2 -0.2 0.1 -0.0045
C 3.33558 2.44154 0.22774 0.1 -0.1 0.1 -0.0013
C 3.51157 3.76056 -0.16614 0.0 0.1 -0.1 -0.0001
C 3.23284 4.14181 -1.47267 0.0 -0.1 0.0 -0.0011
C 2.78389 3.18538 -2.37453 0.0 0.2 0.0 0.0001
C 2.61562 1.87076 -1.96693 -0.2 -0.1 -0.2 -0.0013
C 3.51534 -0.59318 1.65949 -0.1 0.2 -0.1 -0.0025
C 2.86960 -0.80659 2.87201 -0.3 0.0 0.1 0.0016
C 3.57432 -0.93015 4.05916 0.1 0.0 0.1 0.0002
C 4.95760 -0.83499 4.05298 0.0 0.0 0.0 0.0001
C 5.62258 -0.61100 2.85627 0.0 0.0 0.1 -0.0002
C 4.90497 -0.48985 1.67804 0.1 0.0 -0.3 -0.0006
H 4.63427 -4.61014 -3.49451 0.0 0.0 0.0 -0.0001
H 4.91297 -4.71893 -1.03378 0.0 0.0 0.0 0.0000
H 4.08380 -2.91400 0.38293 0.0 0.0 0.0 0.0000
H 2.63122 -0.86909 -3.09253 0.0 0.0 0.0 0.0000
H 3.49925 -2.64800 -4.50082 0.0 0.0 0.0 0.0000
H 3.57682 2.16536 1.24864 0.0 0.0 0.0 -0.0001
H 3.88137 4.48829 0.54524 0.0 0.0 0.0 0.0000
H 3.37765 5.16540 -1.78811 0.0 0.0 0.0 -0.0001
H 2.57596 3.46226 -3.39997 0.0 0.0 0.0 0.0000
H 2.25880 1.15392 -2.70079 0.0 0.0 0.0 -0.0001
H 1.78579 -0.86647 2.90962 0.0 0.0 0.0 0.0023
H 3.04743 -1.09652 4.98820 0.0 0.0 0.0 0.0000
H 5.51340 -0.93013 4.97597 0.0 0.0 0.0 0.0000
H 6.70102 -0.52955 2.84250 0.0 0.0 0.0 0.0000
H 5.44568 -0.31118 0.75374 0.0 0.0 0.0 -0.0001
```
Positions in Å, forces in eV/Å.

***

Entry 3:
# C32H30FeN4O3P2SSe2

C32H30FeN4O3P2SSe2 as an isolated structure at a distorted geometry (ωB97M-V/def2-TZVPD, the Open Molecules 2025 dataset).

- Highest occupied orbital energy (alpha / beta): -9.8 / -9.8 eV
- Net charge: +1
- Expectation value of S²: 8.76
- 2S+1: 6
- LUMO level (alpha / beta): -2.63 / -4.53 eV

```
75
Properties=species:S:1:pos:R:3:forces:R:3:lowdin_spin:R:1
Fe 0.10362 0.57543 -0.22038 0.7 0.7 0.5 4.1872
Se 0.38398 -0.40264 6.94266 0.0 0.0 -0.1 0.0040
P 0.16296 1.26957 5.71692 -0.1 -0.1 0.0 0.0003
C 1.55088 2.42076 5.91193 0.1 0.1 -0.2 0.0001
C 1.42821 3.75663 6.28065 0.0 0.0 0.0 0.0000
C 2.56196 4.54022 6.46372 0.0 0.0 0.0 0.0000
C 3.82071 3.99150 6.28398 0.0 0.0 0.0 0.0000
C 3.95064 2.65370 5.93092 0.0 0.0 0.0 0.0000
C 2.82492 1.87100 5.74815 0.0 0.0 0.0 0.0000
C -1.39398 2.14649 5.99320 0.0 0.1 0.0 0.0001
C -1.60006 2.78936 7.21464 0.0 0.0 0.0 0.0000
C -2.82926 3.36318 7.49796 0.0 0.0 0.0 0.0000
C -3.86929 3.27364 6.58027 0.0 0.0 0.0 0.0000
C -3.67905 2.60773 5.37944 0.0 0.0 0.0 0.0000
C -2.44406 2.04910 5.08372 0.0 0.0 0.0 0.0001
C 0.11383 0.85406 3.91797 0.0 -0.1 0.2 0.0080
C 0.12342 1.52379 2.69254 0.2 -0.1 0.2 0.0163
N 0.08994 0.54518 1.75788 -0.1 -0.1 0.1 0.1141
N 0.01508 -0.64022 2.34902 0.1 0.1 0.1 0.0125
N 0.03119 -0.47216 3.63849 0.0 0.1 0.0 0.0190
P 0.11012 3.19659 2.05175 -0.2 0.1 -0.3 0.0262
Se -0.06582 3.05648 -0.13209 -0.3 0.2 0.0 0.1986
C -1.28438 4.14244 2.66768 -0.1 0.0 0.1 0.0056
C -2.48339 4.22424 1.96168 0.0 0.0 0.1 0.0042
C -3.54225 4.94683 2.49261 0.0 0.0 0.0 0.0003
C -3.40608 5.58620 3.71766 0.0 0.0 0.0 0.0006
C -2.21297 5.50507 4.42124 0.0 0.0 0.0 0.0006
C -1.15464 4.78185 3.89918 0.0 0.1 0.0 0.0007
C 1.61566 4.04492 2.47266 0.2 0.0 0.0 0.0022
C 2.78452 3.29840 2.60442 0.0 0.0 0.1 0.0007
C 3.99551 3.94931 2.76465 0.0 0.0 0.0 0.0002
C 4.03956 5.33506 2.78543 0.0 0.0 0.0 0.0008
C 2.87599 6.08094 2.64795 0.0 0.0 0.0 0.0002
C 1.65992 5.44133 2.48379 0.0 -0.1 -0.1 0.0014
H 0.45323 4.18483 6.46812 0.0 0.0 -0.1 0.0000
H 2.45777 5.57601 6.76017 0.0 0.0 0.0 0.0000
H 4.70291 4.60053 6.43582 0.0 0.0 0.0 0.0000
H 4.93433 2.21682 5.81317 0.0 0.0 0.0 0.0000
H 2.92296 0.81754 5.51196 0.0 0.0 0.0 0.0000
H -0.80986 2.80923 7.95541 0.0 0.0 0.0 0.0000
H -2.98479 3.85904 8.44734 0.0 0.0 0.0 0.0000
H -4.83317 3.70857 6.81230 0.0 0.0 0.0 0.0000
H -4.49410 2.52129 4.67189 0.0 0.0 0.0 0.0000
H -2.30346 1.52424 4.14721 0.0 0.0 0.0 0.0000
H -2.58204 3.74239 0.99823 0.0 0.0 0.0 0.0025
H -4.47042 5.02278 1.94145 0.0 0.0 0.0 0.0000
H -4.23291 6.15470 4.12390 0.0 0.0 0.0 0.0000
H -2.10841 5.99836 5.37890 0.0 0.0 0.0 0.0000
H -0.21731 4.73087 4.43249 0.1 0.0 0.1 0.0000
H 2.74485 2.21539 2.58420 0.0 0.0 0.0 0.0000
H 4.90641 3.37465 2.86572 0.0 0.0 0.0 0.0000
H 4.98929 5.84027 2.90525 0.0 0.0 0.0 0.0000
H 2.91770 7.16176 2.66106 0.0 0.0 0.0 0.0000
H 0.75789 6.02283 2.35047 0.0 0.0 0.0 0.0001
O 3.68183 2.64548 -0.64800 0.0 0.0 0.0 0.0080
C 3.45001 1.47715 -0.75154 -0.1 -0.1 0.2 0.0102
C 4.44901 0.37300 -1.11357 0.0 0.0 0.0 0.0066
C 3.67498 -0.93969 -0.94110 0.0 0.0 0.0 0.0021
C 2.28809 -0.42946 -0.71961 0.0 -0.2 -0.1 0.0220
O 1.19845 -1.07464 -0.66114 -0.3 -0.5 -0.1 0.1058
N 2.18674 0.86992 -0.55708 0.2 0.2 -0.3 0.0882
H 5.33565 0.45740 -0.48979 0.0 0.0 0.0 0.0008
H 4.75777 0.53795 -2.14612 0.0 0.0 0.0 0.0004
H 3.97887 -1.50304 -0.05690 0.0 0.0 0.0 0.0006
H 3.71555 -1.62013 -1.78971 0.0 0.0 0.0 0.0006
C -4.09586 -0.94887 -0.60835 -0.1 0.0 -0.1 0.0057
S -2.74182 -0.73775 0.51058 0.2 0.1 0.3 0.0211
C -2.18339 -2.41022 0.67447 0.1 -0.2 -0.1 0.0036
O -1.68159 -0.06252 -0.37663 -0.4 -0.2 -0.6 0.1158
H -3.73411 -1.42578 -1.51816 0.0 0.0 0.0 0.0001
H -4.50640 0.03575 -0.82191 0.0 0.0 0.0 0.0000
H -4.84531 -1.56354 -0.10894 0.0 0.0 0.0 0.0009
H -2.88662 -2.94010 1.31717 0.0 0.0 0.0 0.0004
H -1.21084 -2.35407 1.16457 0.0 0.0 0.0 0.0000
H -2.10826 -2.87244 -0.30889 0.0 0.0 0.0 0.0001
```
Positions in Å, forces in eV/Å.